Entry 1:
Density functional theory data (ωB97M-V/def2-TZVPD) for a cluster of 8 separate species, C20H34Cl12F6O4 in total at a distorted geometry.

Bonds (Å) are listed after each position.
Element x y z (Å)
1 C -1.505 -1.889 -1.588  C2 1.519, H10 1.088, H11 1.092, H12 1.091
2 C -0.558 -2.405 -0.519  C1 1.519, O3 1.461, H13 1.086, H14 1.088
3 O -0.092 -1.136 0.033  C2 1.461, C4 1.315
4 C 1.074 -1.020 0.630  O3 1.315, O5 1.191, C6 1.545
5 O 1.794 -1.911 0.960  C4 1.191
6 C 1.490 0.454 0.830  C4 1.545, F7 1.351, F8 1.328, F9 1.366
7 F 2.617 0.672 0.118  C6 1.351
8 F 0.569 1.358 0.517  C6 1.328
9 F 1.807 0.597 2.151  C6 1.366
10 H -2.052 -2.553 -2.254  C1 1.088
11 H -0.840 -1.260 -2.182  C1 1.092
12 H -2.255 -1.160 -1.277  C1 1.091
13 H 0.269 -2.980 -0.925  C2 1.086
14 H -1.055 -3.001 0.244  C2 1.088
15 C -2.380 -4.662 6.648  C16 1.523, H24 1.088, H25 1.089, H26 1.090
16 C -0.889 -4.482 6.901  C15 1.523, O17 1.431, H27 1.095, H28 1.086
17 O -0.217 -3.796 5.840  C16 1.431, C18 1.323
18 C -0.061 -4.437 4.693  O17 1.323, O19 1.192, C20 1.542
19 O -0.469 -5.524 4.422  C18 1.192
20 C 0.678 -3.602 3.628  C18 1.542, F21 1.341, F22 1.339, F23 1.319
21 F 0.967 -2.349 4.008  C20 1.341
22 F 1.862 -4.177 3.383  C20 1.339
23 F -0.041 -3.550 2.523  C20 1.319
24 H -2.532 -5.509 5.982  C15 1.088
25 H -2.808 -3.762 6.208  C15 1.089
26 H -2.879 -4.911 7.584  C15 1.090
27 H -0.487 -5.492 7.030  C16 1.095
28 H -0.617 -3.911 7.784  C16 1.086
29 Cl -4.058 2.264 -5.134  C30 1.784
30 C -3.889 2.466 -3.370  Cl29 1.784, C31 1.487, H33 1.085, H34 1.090
31 C -2.686 1.704 -2.943  C30 1.487, Cl32 1.784, H35 1.084, H36 1.090
32 Cl -2.619 1.555 -1.166  C31 1.784
33 H -4.852 2.143 -2.987  C30 1.085
34 H -3.788 3.543 -3.237  C30 1.090
35 H -1.735 2.143 -3.224  C31 1.084
36 H -2.800 0.693 -3.336  C31 1.090
37 Cl 1.685 -2.916 -3.724  C38 1.747
38 C 1.958 -1.220 -4.046  Cl37 1.747, C39 1.535, H41 1.094, H42 1.089
39 C 1.104 -0.696 -5.208  C38 1.535, Cl40 1.773, H43 1.087, H44 1.089
40 Cl -0.606 -0.897 -4.784  C39 1.773
41 H 2.995 -1.002 -4.318  C38 1.094
42 H 1.796 -0.585 -3.176  C38 1.089
43 H 1.278 -1.159 -6.176  C39 1.087
44 H 1.243 0.376 -5.343  C39 1.089
45 Cl 3.247 3.042 4.386  C46 1.748
46 C 1.678 2.563 4.988  Cl45 1.748, C47 1.524, H49 1.086, H50 1.088
47 C 1.805 1.844 6.326  C46 1.524, Cl48 1.775, H51 1.088, H52 1.087
48 Cl 0.216 1.264 6.865  C47 1.775
49 H 1.189 1.914 4.268  C46 1.086
50 H 1.082 3.468 5.087  C46 1.088
51 H 2.190 2.537 7.071  C47 1.088
52 H 2.515 1.025 6.235  C47 1.087
53 Cl -5.717 -0.972 -6.383  C54 1.772
54 C -4.030 -1.414 -6.069  Cl53 1.772, C55 1.548, H57 1.087, H58 1.091
55 C -3.959 -2.521 -4.989  C54 1.548, Cl56 1.791, H59 1.086, H60 1.087
56 Cl -4.673 -1.843 -3.493  C55 1.791
57 H -3.482 -0.534 -5.739  C54 1.087
58 H -3.507 -1.813 -6.939  C54 1.091
59 H -2.934 -2.798 -4.761  C55 1.086
60 H -4.547 -3.341 -5.392  C55 1.087
61 Cl 5.965 4.489 -3.732  C62 1.785
62 C 6.077 3.607 -2.185  Cl61 1.785, C63 1.529, H65 1.090, H66 1.083
63 C 4.670 3.135 -1.815  C62 1.529, Cl64 1.769, H67 1.088, H68 1.089
64 Cl 3.974 1.967 -2.947  C63 1.769
65 H 6.282 4.391 -1.457  C62 1.090
66 H 6.860 2.858 -2.193  C62 1.083
67 H 4.058 4.034 -1.776  C63 1.088
68 H 4.575 2.628 -0.856  C63 1.089
69 Cl -1.292 5.446 2.061  C70 1.793
70 C -0.750 4.603 0.574  Cl69 1.793, C71 1.520, H73 1.085, H74 1.083
71 C 0.680 4.965 0.210  C70 1.520, Cl72 1.807, H75 1.085, H76 1.089
72 Cl 1.816 4.796 1.605  C71 1.807
73 H -1.437 4.913 -0.208  C70 1.085
74 H -0.797 3.541 0.781  C70 1.083
75 H 0.772 5.958 -0.219  C71 1.085
76 H 1.056 4.231 -0.502  C71 1.089

Computed properties:
Total charge: 0
Gap between HOMO and LUMO, eV: 10.87
Highest occupied orbital energy, eV: -10.65
LUMO energy, eV: 0.2232
Structure (SMILES): CCOC(=O)C(F)(F)F.CCOC(=O)C(F)(F)F.ClCCCl.ClCCCl.ClCCCl.ClCCCl.ClCCCl.ClCCCl
Relative energy (zero: lowest compared OMol25 entry of this formula, charge and spin), eV: 1.116
Molecular weight, g/mol: 877.91

---

Entry 2:
Density functional theory data (ωB97M-V/def2-TZVPD) for a cluster of 2 separate species, C8H20N3 in total at a distorted geometry.

Bonds (Å) are listed after each position.
Element x y z (Å)
1 C 1.070 -0.385 -0.656  N9 1.329, N11 1.268
2 C -0.394 -2.531 0.889  C7 1.491, H12 1.060, H13 1.127, H14 1.119
3 C -0.891 2.129 0.272  C8 1.606, H15 1.168, H16 1.056, H17 1.077
4 C -3.161 0.734 0.158  C8 1.499, H18 1.049, H19 1.144, H20 1.097
5 C 2.129 0.653 1.171  N11 1.495, H21 1.121, H22 1.054, H23 1.042
6 C 3.238 0.516 -1.058  N11 1.413, H24 1.050, H25 1.161, H26 1.054
7 C -1.400 -1.481 0.562  C2 1.491, N10 1.379, H27 1.180, H28 1.064
8 C -1.684 0.779 -0.085  C3 1.606, C4 1.499, N10 1.486, H29 1.134
9 N 0.645 -0.880 -1.815  C1 1.329, H30 1.055, H31 0.989
10 N -0.897 -0.205 0.703  C7 1.379, C8 1.486
11 N 2.123 0.194 -0.251  C1 1.268, C5 1.495, C6 1.413
12 H 0.529 -2.605 0.372  C2 1.060
13 H -0.235 -2.513 2.005  C2 1.127
14 H -0.874 -3.517 0.667  C2 1.119
15 H -1.344 3.076 -0.241  C3 1.168
16 H -0.880 2.325 1.310  C3 1.056
17 H 0.137 2.044 -0.042  C3 1.077
18 H -3.416 1.259 1.031  C4 1.049
19 H -3.604 -0.316 0.071  C4 1.144
20 H -3.549 1.315 -0.688  C4 1.097
21 H 1.112 0.370 1.549  C5 1.121
22 H 2.397 1.668 1.268  C5 1.054
23 H 2.880 0.112 1.651  C5 1.042
24 H 3.116 0.704 -2.085  C6 1.050
25 H 3.892 -0.442 -1.105  C6 1.161
26 H 3.991 1.131 -0.654  C6 1.054
27 H -2.000 -1.569 -0.450  C7 1.180
28 H -2.252 -1.606 1.186  C7 1.064
29 H -1.453 0.596 -1.181  C8 1.134
30 H -0.399 -0.763 -1.908  N9 1.055
31 H 1.175 -0.793 -2.645  N9 0.989

Computed properties:
Total charge: +1
Gap between HOMO and LUMO (spin up / spin down), eV: 9.45 / 7.80
Highest occupied orbital energy (spin up / spin down), eV: -12.18 / -13.57
2S+1: 3
LUMO energy (spin up / spin down), eV: -2.7232 / -5.7750
Relative energy (zero: lowest compared OMol25 entry of this formula, charge and spin), eV: 0.000
Molecular weight, g/mol: 158.27
<S²>: 2.011